This record from OMol25 describes a structure of composition C68H171N11O24 in a non-equilibrium geometry. The level of theory is ωB97M-V/def2-TZVPD.

The energy above the lowest of the compared OMol25 structures with the same formula, charge and spin comes out at 1215.86 kcal/mol. The highest occupied orbital energy comes out at -7.0 eV. The LUMO energy is 0.0137 hartree.

ORCA input file:
```
! wB97M-V def2-TZVPD RIJCOSX def2/J DEFGRID3
* xyz 0 1
C 5.6364 -4.6262 -1.7135
O 5.9550 -5.4583 -0.5491
C 5.8152 -4.8688 0.7582
C 4.4645 -4.3159 1.1681
N 4.1405 -4.5317 2.5583
C 2.9745 -3.6557 2.8738
C 2.3072 -4.2408 4.1788
O 2.0821 -5.6033 3.9441
C 2.0110 -6.4406 5.1166
H 6.1609 -5.0893 -2.5493
H 6.0318 -3.6528 -1.4232
H 4.6165 -4.7347 -2.0825
H 6.5728 -4.0993 0.9070
H 6.1039 -5.6343 1.4785
H 3.7513 -4.8469 0.5377
H 4.4080 -3.2684 0.8721
H 3.7688 -5.4437 2.7823
H 2.1417 -3.8514 2.1984
H 3.2172 -2.5935 2.9031
H 1.2916 -3.8915 4.3648
H 2.8985 -4.1291 5.0877
H 1.7121 -7.4762 4.9543
H 1.1647 -6.1382 5.7333
H 2.8551 -6.4955 5.8040
C 4.4283 -0.8238 1.1413
O 5.4631 -0.6853 2.1252
C 5.0032 -0.0651 3.3886
C 4.0448 -0.8877 4.3001
N 3.9727 -0.3517 5.6753
C 3.2893 0.9945 5.7524
C 3.0922 1.6221 7.1285
O 1.8944 1.1419 7.7432
C 1.7618 1.6553 8.9970
H 3.7941 0.0598 1.0696
H 3.8573 -1.7450 1.2574
H 4.9115 -0.9084 0.1679
H 4.4772 0.8676 3.1850
H 5.9993 0.1711 3.7629
H 4.4662 -1.8905 4.3701
H 3.0707 -0.8286 3.8145
H 3.4614 -1.0812 6.1512
H 2.2990 0.8804 5.3116
H 3.8939 1.6689 5.1460
H 3.1402 2.6921 6.9262
H 3.9009 1.4261 7.8326
H 0.7766 1.4053 9.3908
H 1.9167 2.7340 9.0171
H 2.4408 1.1364 9.6735
C -0.8201 3.2441 -1.4772
O -1.4478 4.2692 -0.8166
C -0.8904 4.8492 0.2607
C -1.4434 6.2741 0.4835
N -0.7809 7.2205 -0.4646
C -1.3419 8.5442 -0.4151
C -0.7434 9.5594 -1.4990
O -0.9750 9.1304 -2.8282
C -1.1569 10.1837 -3.7568
H -0.7004 2.3561 -0.8564
H 0.0855 3.5057 -2.0244
H -1.5796 2.9502 -2.2017
H 0.1893 4.7466 0.1525
H -1.2051 4.3618 1.1835
H -1.3371 6.6579 1.4981
H -2.4951 6.2830 0.1972
H -0.7833 6.8878 -1.4182
H -1.2162 9.0720 0.5303
H -2.4168 8.5072 -0.5919
H 0.3305 9.7149 -1.3953
H -1.1431 10.5296 -1.2040
H -0.2561 10.7900 -3.8516
H -2.0370 10.7860 -3.5312
H -1.3126 9.7630 -4.7502
C -6.8377 4.4026 -2.9356
O -6.6035 4.7551 -1.5616
C -5.6883 5.8113 -1.2653
C -4.2279 5.4514 -1.6255
N -3.6132 4.4707 -0.7335
C -3.9921 3.0846 -1.0723
C -3.1278 2.0209 -0.4495
O -3.5202 1.6226 0.8785
C -2.9135 0.3997 1.3696
H -5.9504 4.0292 -3.4469
H -7.1128 5.3679 -3.3606
H -7.7120 3.7618 -3.0496
H -5.8635 6.1452 -0.2426
H -5.9746 6.6295 -1.9261
H -3.6275 6.3605 -1.6576
H -4.1002 5.0938 -2.6472
H -2.6139 4.5976 -0.6602
H -3.8830 2.8917 -2.1396
H -5.0301 2.8742 -0.8146
H -2.0890 2.3477 -0.4961
H -3.0947 1.1189 -1.0605
H -3.1953 0.1818 2.3997
H -1.8243 0.4403 1.3748
H -3.3338 -0.4379 0.8129
C -5.6424 -6.6494 4.9234
O -4.9390 -5.6149 4.3053
C -5.5029 -5.0686 3.1057
C -4.4086 -4.1685 2.3615
N -3.8983 -3.1993 3.2917
C -3.0336 -2.1709 2.6945
C -2.1909 -1.2697 3.6693
O -1.3529 -2.1517 4.4385
C -0.6237 -1.5103 5.4665
H -5.0543 -7.1156 5.7139
H -5.9795 -7.4928 4.3209
H -6.5300 -6.2232 5.3911
H -6.4175 -4.5422 3.3788
H -5.9623 -5.7945 2.4347
H -4.8521 -3.6848 1.4912
H -3.6449 -4.8202 1.9369
H -3.1621 -3.5372 3.8950
H -3.6930 -1.4521 2.2081
H -2.2768 -2.6451 2.0696
H -2.8039 -0.6367 4.3108
H -1.6159 -0.5698 3.0629
H -1.3417 -0.9424 6.0581
H 0.1754 -0.8333 5.1644
H -0.1769 -2.3539 5.9926
C 8.5306 0.6425 -3.9962
O 7.2605 0.3461 -4.6349
C 6.2327 -0.1572 -3.8044
C 4.9337 -0.3539 -4.5086
N 4.2146 0.9252 -4.4621
C 2.7791 0.6969 -4.7461
C 1.9998 2.0025 -4.5217
O 0.5994 1.8901 -4.6359
C -0.1259 3.1128 -4.5150
H 8.3869 1.5913 -3.4793
H 9.2982 0.7245 -4.7657
H 8.8070 -0.1786 -3.3347
H 6.1546 0.6250 -3.0493
H 6.5095 -1.0847 -3.3032
H 4.2834 -1.0865 -4.0305
H 5.2951 -0.6680 -5.4878
H 4.5971 1.5062 -5.1944
H 2.3084 -0.1849 -4.3116
H 2.4914 0.4731 -5.7734
H 2.3580 2.7455 -5.2342
H 2.2375 2.3937 -3.5325
H 0.1261 3.6484 -3.5998
H -1.1270 2.7902 -4.2289
H -0.0622 3.7268 -5.4134
C 3.2243 -2.5149 -1.0000
O 2.5748 -1.2411 -1.2286
C 3.4518 -0.2696 -1.7687
C 2.7752 1.0827 -2.0064
N 2.7347 1.7248 -0.6676
C 2.0762 3.0650 -0.7181
C 1.9155 3.6435 0.6705
O 0.9527 2.8232 1.2421
C 0.6477 3.0046 2.6762
H 3.7920 -2.7784 -1.8924
H 2.4264 -3.2374 -0.8284
H 3.9058 -2.6111 -0.1547
H 3.9344 -0.7540 -2.6176
H 4.2857 -0.1518 -1.0766
H 1.7859 1.0096 -2.4581
H 3.4355 1.6888 -2.6266
H 2.3484 1.1175 0.0410
H 1.1297 3.1186 -1.2562
H 2.7966 3.6813 -1.2560
H 1.4947 4.6489 0.6592
H 2.8236 3.6644 1.2730
H 0.4477 4.0376 2.9609
H 1.5263 2.7711 3.2776
H -0.2336 2.4480 2.9949
C -1.2966 -4.1084 3.5268
O -0.8900 -4.9166 2.4816
C 0.1146 -5.9071 2.8724
C -0.6084 -7.0626 3.5828
N -1.8939 -7.4616 2.9699
C -1.7131 -8.2297 1.7194
C -1.2971 -9.6914 2.1008
O 0.1245 -9.8753 2.2917
C 1.0067 -9.9419 1.1639
H -1.7384 -4.6512 4.3625
H -2.0993 -3.4027 3.3131
H -0.4356 -3.5201 3.8442
H 0.9840 -5.5699 3.4369
H 0.5360 -6.1916 1.9083
H -0.7826 -6.7812 4.6214
H 0.1009 -7.8697 3.7661
H -2.3444 -6.5755 2.7912
H -1.0344 -7.7020 1.0493
H -2.7191 -8.3490 1.3171
H -1.6241 -10.2258 1.2088
H -1.8997 -10.0682 2.9272
H 2.0021 -10.0696 1.5894
H 1.0372 -8.9983 0.6191
H 0.9607 -10.8288 0.5319
C -1.4101 2.0778 -3.3623
O -1.7617 1.2373 -2.2653
C -0.6072 0.7224 -1.5767
C -0.9945 -0.3750 -0.5145
N 0.1725 -0.9520 0.1623
C 0.4862 -0.2589 1.3971
C 1.8211 -0.7883 1.9347
O 1.7446 -2.0469 2.5361
C 1.1333 -2.1946 3.8223
H -2.2357 2.4422 -3.9736
H -0.7470 1.5983 -4.0824
H -0.8692 2.9991 -3.1461
H 0.0394 1.4909 -1.1531
H 0.0762 0.1538 -2.2074
H -1.4060 -1.3016 -0.9147
H -1.7153 -0.0367 0.2300
H 1.0441 -0.9031 -0.3457
H -0.3618 -0.3154 2.0796
H 0.5186 0.8099 1.1858
H 2.0928 -0.2411 2.8373
H 2.6052 -0.6926 1.1837
H 0.8791 -3.2282 4.0571
H 0.2240 -1.6161 3.9851
H 1.8465 -1.7569 4.5208
C 1.7095 -1.8448 -2.5633
O 0.4417 -1.3350 -2.9898
C -0.5301 -2.3488 -3.0727
C -1.7554 -1.8800 -3.8704
N -2.5584 -0.9737 -3.0057
C -3.8561 -0.5251 -3.6586
C -4.6724 0.3257 -2.7536
O -5.7952 0.8796 -3.4987
C -6.9022 1.2999 -2.7177
H 1.6177 -2.0775 -1.5024
H 2.3154 -0.9446 -2.6666
H 2.2377 -2.6693 -3.0421
H -0.8199 -2.8635 -2.1566
H -0.0813 -3.1580 -3.6486
H -2.4259 -2.7195 -4.0544
H -1.5124 -1.4039 -4.8203
H -1.9840 -0.1652 -2.8146
H -4.4654 -1.3956 -3.9019
H -3.7428 -0.0067 -4.6107
H -4.0995 1.1918 -2.4224
H -5.1622 -0.3344 -2.0378
H -7.5776 1.9640 -3.2570
H -6.4998 1.8509 -1.8676
H -7.4710 0.4753 -2.2880
C 2.0340 5.7794 -4.3285
O 0.6115 5.9810 -4.4075
C -0.0006 6.5376 -3.3105
C -1.5498 6.4676 -3.3868
N -1.9150 5.1336 -3.8419
C -3.2406 5.0810 -4.3874
C -3.6721 3.6474 -4.5057
O -2.8731 2.8594 -5.3938
C -3.3515 1.5385 -5.5981
H 2.2560 5.2217 -5.2383
H 2.2684 5.1031 -3.5064
H 2.5356 6.7420 -4.2290
H 0.3579 7.5431 -3.0903
H 0.2763 5.9486 -2.4361
H -1.9879 7.2412 -4.0174
H -1.9750 6.6180 -2.3945
H -1.1891 4.8746 -4.4946
H -3.3110 5.7144 -5.2717
H -3.9278 5.4219 -3.6131
H -4.6972 3.6961 -4.8727
H -3.7819 3.0517 -3.5995
H -2.8711 1.0636 -6.4535
H -4.4255 1.5429 -5.7841
H -3.2800 0.9579 -4.6784
C -0.9447 -3.4683 0.6248
C 0.4247 -4.0575 0.9440
O 1.4784 -3.1766 0.5459
O -1.1198 -2.2460 1.3101
H -1.8778 -4.0113 0.7753
H -1.0134 -3.1215 -0.4063
H 0.4535 -4.9911 0.3821
H 0.5467 -4.1877 2.0193
H 1.4288 -2.4258 1.1420
H -0.5847 -1.6085 0.8318
*
```

Löwdin population analysis, charges in e, atoms 1 to 6: -0.07, -0.20, -0.19, -0.22, 0.01, -0.15